Entry 1:
# C5H9NO

A single C5H9NO molecule (ωB97M-V with the def2-TZVPD basis set, the OMol25 dataset).

Output
E_tot	-325.8730	Eh
charge	0
Kohn-Sham gap	9.59	eV
highest occupied orbital energy	-0.318	hartree

Atoms and positions in Å:
N -1.0720 -0.3423 -0.6598
C -0.0758 0.5739 -1.0781
C -0.3510 1.6939 -1.7325
C -1.0626 -0.5449 0.7956
C 0.3347 -0.3147 1.3912
C 1.3762 -0.6300 0.3279
O 1.2269 0.2498 -0.7817
H -0.9003 -1.2189 -1.1369
H 0.4468 2.3639 -2.0228
H -1.3733 1.9327 -1.9902
H -1.4007 -1.5647 0.9918
H -1.7963 0.1255 1.2553
H 0.4469 0.7403 1.6638
H 0.5022 -0.9160 2.2915
H 1.3037 -1.6783 -0.0013
H 2.3943 -0.4704 0.6862

---

Entry 2:
# C68H164N12O12

12 unconnected molecules or ions with the total composition C68H164N12O12 in a non-equilibrium geometry (ωB97M-V with the def2-TZVPD basis set, the OMol25 dataset).

Output
E_tot	-4248.8135	Eh
charge	0
Kohn-Sham gap	8.36	eV
highest occupied orbital energy	-0.286	hartree

Atoms and positions in Å:
C 0.8863 3.1851 -5.8065
C 1.6042 3.8620 -4.6563
C 2.2762 5.2275 -4.9826
O 3.3400 5.0726 -5.8421
C 4.2315 6.1293 -5.8728
N 0.5351 4.1290 -3.6034
H 1.5135 2.6088 -6.4949
H 0.3521 3.9082 -6.4332
H 0.1062 2.5073 -5.3020
H 2.4166 3.1624 -4.1820
H 2.7027 5.5990 -3.9965
H 1.5314 5.9654 -5.3903
H 4.8035 6.2834 -4.9604
H 3.6925 7.1132 -6.1558
H 4.9753 6.0030 -6.5880
H 0.7487 4.8760 -2.9290
H -0.3316 4.4162 -4.0591
C -8.1204 2.4186 -5.4990
C -7.4251 2.8584 -4.2029
C -5.9413 2.8631 -4.4604
O -5.2735 2.9642 -3.2073
C -3.8870 3.1260 -3.2744
N -7.7752 4.2263 -3.7887
H -7.6949 1.4964 -5.8236
H -8.0220 3.1679 -6.2633
H -9.1527 2.1701 -5.3732
H -7.7268 2.1528 -3.3655
H -5.7084 3.7353 -5.0390
H -5.5764 1.9842 -4.9789
H -3.5168 2.9969 -2.2873
H -3.5769 4.1356 -3.5272
H -3.3798 2.4329 -3.9251
H -8.6503 4.2500 -3.2644
H -7.0897 4.5642 -3.1023
C -0.7979 5.6071 -0.6862
C 0.4729 6.0605 -0.0737
C 0.7796 5.2742 1.2041
O 2.1134 5.4713 1.6182
C 2.3931 4.8216 2.8475
N 1.6279 5.8544 -0.9484
H -0.6984 4.5628 -0.9313
H -1.0648 6.2682 -1.5151
H -1.5931 5.6459 0.0444
H 0.3311 7.1223 0.2086
H 0.7560 4.2453 0.9222
H 0.0517 5.5757 1.9613
H 3.4632 4.8249 2.9996
H 2.1717 3.7811 2.8826
H 1.9136 5.3328 3.7977
H 1.6274 6.5409 -1.6708
H 2.4954 6.0525 -0.4221
C -5.6131 -1.7741 1.9222
C -4.3658 -1.4467 1.1017
C -4.2863 -0.0052 0.6933
O -5.5015 0.4175 -0.0039
C -5.4883 1.8305 -0.0617
N -3.1304 -1.7333 1.8365
H -6.4939 -1.3473 1.4224
H -5.4754 -1.5128 2.9295
H -5.7150 -2.7974 1.9130
H -4.5397 -2.1025 0.2390
H -3.3866 0.1594 0.0364
H -4.2219 0.6165 1.5204
H -5.4002 2.3553 0.9267
H -6.3826 2.0929 -0.6375
H -4.6441 2.2122 -0.6498
H -3.1924 -2.7130 2.2279
H -3.1604 -1.1532 2.6621
C 2.3824 -8.5219 -3.6065
C 3.0608 -7.2172 -3.0597
C 2.5308 -5.9991 -3.8042
O 3.2541 -4.8656 -3.3647
C 3.0758 -3.7081 -4.1200
N 2.7402 -7.0948 -1.5937
H 2.6948 -9.2847 -2.9079
H 2.7053 -8.7511 -4.6652
H 1.3375 -8.2769 -3.5521
H 4.1491 -7.1712 -3.2786
H 1.4790 -5.8648 -3.5913
H 2.7086 -6.1185 -4.8889
H 3.8825 -2.9555 -3.9138
H 2.1102 -3.1996 -3.9481
H 3.1939 -3.8997 -5.1857
H 3.2988 -7.7463 -1.0779
H 3.1149 -6.1850 -1.3549
C 1.8718 -3.9912 4.1491
C 1.4566 -3.1685 2.9520
C 0.7452 -4.0471 1.9517
O 0.6069 -3.3002 0.7751
C 0.1514 -4.2033 -0.3053
N 0.4605 -2.1268 3.3698
H 2.5014 -4.8595 3.7660
H 1.0991 -4.3454 4.8203
H 2.5064 -3.3027 4.7223
H 2.3610 -2.6772 2.5468
H -0.2816 -4.3838 2.2771
H 1.3472 -4.9353 1.8439
H 0.2469 -3.6769 -1.2956
H -0.8540 -4.6206 -0.2374
H 0.8420 -5.0083 -0.4067
H -0.4683 -2.4719 3.6690
H 0.2208 -1.6151 2.5405
C 6.3191 -6.2977 1.4192
C 5.9129 -4.8853 1.8645
C 4.5324 -4.6209 1.2312
O 4.5040 -4.7235 -0.2155
C 4.8306 -3.5659 -0.9107
N 5.7019 -4.7861 3.3519
H 5.6191 -6.9636 1.9031
H 7.2972 -6.5602 1.9160
H 6.2969 -6.5660 0.3770
H 6.6857 -4.1536 1.4834
H 4.0222 -3.6476 1.5569
H 3.9557 -5.4997 1.5896
H 3.9276 -2.8956 -0.8258
H 5.0230 -3.8138 -1.9425
H 5.7185 -2.9892 -0.6454
H 6.5681 -4.4170 3.7512
H 5.5068 -5.7345 3.7572
C 4.3673 -0.0661 -5.2614
C 3.4741 -0.1939 -6.4670
C 2.0045 -0.3745 -6.1188
O 1.1894 -0.2627 -7.2748
C -0.1353 -0.7262 -7.1015
N 3.7520 0.8969 -7.3780
H 4.3772 -0.9813 -4.7161
H 4.1201 0.7679 -4.5945
H 5.3423 0.0945 -5.6521
H 3.8067 -1.1276 -6.9090
H 1.6774 0.3703 -5.4030
H 1.8560 -1.3606 -5.7562
H -0.6822 -0.3446 -6.2356
H -0.2309 -1.8204 -7.1091
H -0.6498 -0.2785 -7.9751
H 3.9301 1.7724 -6.8477
H 3.0071 1.0176 -8.0479
C -2.8036 3.0713 2.6071
C -3.3419 3.7091 3.9210
C -4.2951 2.6617 4.5994
C -3.6480 1.4826 5.3476
C -2.6482 2.1182 6.3359
C -1.5250 2.9161 5.5764
N -2.2769 4.0326 4.8282
O -1.3134 4.8236 4.0412
C -0.6584 3.6455 6.5881
C -0.7617 1.9517 4.6270
C -4.1075 5.0421 3.6003
H -1.8672 3.6154 2.3889
H -3.5063 3.2114 1.7900
H -2.5863 2.0094 2.6406
H -4.8990 3.3046 5.2866
H -5.0902 2.3059 3.8667
H -3.2946 0.8430 4.5625
H -4.4568 0.9511 5.8216
H -2.1081 1.3956 6.8882
H -3.3227 2.6723 6.9913
H 0.2669 4.1940 6.1818
H -1.2488 4.3829 7.0288
H -0.2603 2.9997 7.3533
H -0.2567 2.5035 3.8955
H 0.0623 1.5152 5.2203
H -1.4057 1.1626 4.2554
H -4.9738 4.8267 2.9743
H -3.4021 5.6407 3.0572
H -4.3603 5.5759 4.5108
H -1.3882 5.6492 4.5658
C -3.6639 -0.2130 -2.7612
C -4.0641 -1.5993 -3.2911
C -2.7658 -2.4213 -3.5400
C -2.9702 -3.8899 -3.7805
C -3.6844 -4.4501 -2.5742
C -5.0760 -3.7895 -2.4041
N -4.8276 -2.3175 -2.2752
O -6.1326 -1.6503 -2.2631
C -5.9251 -4.2623 -3.5631
C -5.6408 -4.2710 -1.1273
C -4.8582 -1.4432 -4.7247
H -2.7968 0.1801 -3.2698
H -3.3863 -0.3433 -1.7372
H -4.4261 0.5555 -2.9395
H -2.2645 -1.9219 -4.3579
H -2.1057 -2.2062 -2.6363
H -1.9681 -4.3463 -3.9385
H -3.4933 -4.0800 -4.7299
H -3.1376 -4.1604 -1.7145
H -3.8146 -5.5707 -2.6006
H -6.1649 -5.3476 -3.4877
H -6.8370 -3.6218 -3.5486
H -5.4796 -4.1763 -4.5432
H -5.0223 -4.1156 -0.2563
H -6.5793 -3.7149 -0.8491
H -5.8084 -5.3313 -1.1967
H -4.4799 -0.6332 -5.3271
H -5.9609 -1.2469 -4.5134
H -4.7804 -2.3643 -5.3328
H -6.2498 -1.2531 -1.3591
C 1.3225 -0.4150 7.8755
C 2.7492 -0.0057 7.5186
C 3.6960 -0.6620 8.4940
C 5.1502 -0.2941 8.1859
C 5.5124 -0.6833 6.7728
C 4.4628 -0.2507 5.7176
N 3.1149 -0.5811 6.2187
O 2.1798 0.0192 5.2726
C 4.7700 1.2260 5.2997
C 4.7104 -1.1954 4.5002
C 2.8455 1.5101 7.5688
H 1.2239 -0.6062 8.9420
H 1.1249 -1.4240 7.4463
H 0.5216 0.2579 7.5973
H 3.3244 -0.4483 9.5404
H 3.6455 -1.7311 8.3078
H 5.8128 -0.7514 8.9740
H 5.2683 0.8171 8.2026
H 5.6211 -1.8333 6.7889
H 6.4933 -0.3536 6.4337
H 5.4924 1.2213 4.4400
H 3.8632 1.6954 4.9111
H 5.1937 1.8418 6.1081
H 4.3895 -2.1626 4.7657
H 4.1673 -0.8965 3.6081
H 5.7836 -1.1466 4.2648
H 2.3876 1.9421 6.6723
H 3.8233 1.9665 7.7490
H 2.2422 1.8712 8.3647
H 1.5150 -0.6830 5.0392
C -0.3780 -0.3798 -0.8130
C 0.0129 0.9710 -0.2430
C 0.4317 0.8715 1.2524
C 1.8172 0.3348 1.3698
C 2.8270 1.0095 0.5699
C 2.5272 1.0810 -0.9190
N 1.1218 1.5889 -1.0967
O 0.7594 1.6006 -2.4656
C 3.4430 2.1984 -1.5643
C 2.9325 -0.2118 -1.6134
C -1.2381 1.9147 -0.2562
H -1.3525 -0.6685 -0.2879
H -0.6222 -0.2365 -1.8572
H 0.2711 -1.2336 -0.6943
H 0.5161 1.9241 1.6358
H -0.4586 0.4446 1.6465
H 2.2317 0.3030 2.4230
H 1.7780 -0.7368 1.0141
H 3.8253 0.5673 0.7693
H 2.9684 2.0634 0.9202
H 3.1085 3.1710 -1.1436
H 3.3268 2.2056 -2.6298
H 4.4879 2.0791 -1.3366
H 2.8908 -0.0086 -2.6722
H 2.2540 -1.0786 -1.3969
H 3.9738 -0.4796 -1.3076
H -1.0851 2.8566 0.3508
H -1.5548 2.0882 -1.2603
H -2.0976 1.3694 0.2316
H 0.6445 2.5377 -2.6340

---

Entry 3:
# C27H30CaN3O5S

A molecular structure, C27H30CaN3O5S in a non-equilibrium geometry (ωB97M-V with the def2-TZVPD basis set, the OMol25 dataset).

Output
E_tot	-2663.1911	Eh
charge	+1
Kohn-Sham gap	8.42	eV
highest occupied orbital energy	-0.429	hartree

Atoms and positions in Å:
Ca -1.1427 -1.6285 -0.1303
O -5.4175 -1.3205 -1.5107
C -4.1218 -1.3307 -1.2668
O -3.6034 -1.9618 -0.3557
C -3.3178 -0.4730 -2.1996
C -3.8098 0.3846 -3.1562
C -2.8838 1.1682 -3.8467
C -1.5313 1.0852 -3.5553
C -1.1258 0.1824 -2.5843
N -2.0163 -0.5753 -1.9513
C 0.3207 0.0624 -2.0585
O 1.1211 0.9145 -2.3843
O 0.4857 -0.9418 -1.2408
H -5.8532 -1.8769 -0.8391
H -4.8704 0.4570 -3.3504
H -3.2304 1.8635 -4.6007
H -0.7968 1.7133 -4.0397
C 2.3735 -3.2575 0.3596
C 0.9380 -3.4715 0.7542
C 0.4191 -2.8747 1.9055
C -0.9151 -3.0495 2.2909
C -1.4507 -2.4053 3.5449
C -1.7371 -3.8452 1.4885
C -1.2486 -4.4669 0.3313
C -2.1254 -5.3960 -0.4661
C 0.0857 -4.2543 -0.0305
H 2.4465 -2.4307 -0.3514
H 2.7851 -4.1461 -0.1175
H 2.9854 -3.0154 1.2280
H 1.0794 -2.3024 2.5454
H -1.9803 -1.4760 3.3246
H -0.6430 -2.1607 4.2326
H -2.1488 -3.0689 4.0539
H -2.7637 -4.0159 1.7906
H -2.0248 -6.4150 -0.0892
H -1.8460 -5.4092 -1.5189
H -3.1755 -5.1167 -0.3862
H 0.4843 -4.7473 -0.9088
C 1.5217 2.0442 3.4512
C 2.4466 1.2810 2.5119
C 1.7077 0.5818 1.3860
N 1.0363 1.5468 0.5120
C -0.2430 1.7794 0.4113
S -1.5109 0.8556 1.1225
N -0.6529 2.8054 -0.3983
C 0.0530 3.5872 -1.3369
O -0.5597 4.0286 -2.2750
C 1.4813 3.9032 -1.0544
C 1.8275 4.4841 0.1615
C 3.1526 4.8131 0.4055
C 4.1182 4.5423 -0.5581
C 3.7639 3.9602 -1.7691
C 2.4366 3.6459 -2.0272
H 2.0788 2.5050 4.2671
H 0.7683 1.3858 3.8919
H 0.9897 2.8443 2.9286
H 3.0014 0.5156 3.0613
H 3.1941 1.9561 2.0846
H 0.9477 -0.0920 1.7735
H 2.3888 0.0073 0.7588
H 1.6519 2.1046 -0.0726
H -1.6529 2.8175 -0.5524
H 1.0648 4.6894 0.9060
H 3.4302 5.2820 1.3410
H 5.1543 4.7908 -0.3641
H 4.5193 3.7555 -2.5170
H 2.1403 3.1817 -2.9608

---

Entry 4:
# C4H17NO4

4 unconnected molecules or ions with the total composition C4H17NO4 in a non-equilibrium geometry (ωB97M-V with the def2-TZVPD basis set, the OMol25 dataset).

Output
E_tot	-518.2691	Eh
charge	0
Kohn-Sham gap	10.44	eV
highest occupied orbital energy	-0.365	hartree

Atoms and positions in Å:
C 22.2124 -3.1264 -6.0485
C 21.0710 -2.3919 -6.6574
C 19.7306 -3.2482 -6.5918
O 19.7942 -4.4720 -7.3164
C 20.2658 -4.4885 -8.6647
N 20.9053 -1.2069 -5.8948
H 22.2585 -4.0294 -6.6572
H 21.9728 -3.2352 -4.9907
H 23.1693 -2.6284 -6.2046
H 21.4097 -2.1934 -7.6742
H 18.8977 -2.7794 -7.1158
H 19.3904 -3.4186 -5.5704
H 19.9089 -3.5413 -9.0693
H 19.8498 -5.3001 -9.2617
H 21.3554 -4.4638 -8.6743
H 21.6320 -0.5386 -6.1081
H 20.0916 -0.7197 -6.2422
O 17.6549 -8.2993 -7.6290
H 17.5194 -7.7864 -8.4257
H 17.6928 -7.6484 -6.9281
O 17.5385 -5.8620 -6.2492
H 18.1804 -5.2802 -6.6563
H 16.9391 -5.2740 -5.7896
O 16.2567 -3.1778 -4.2399
H 17.1289 -2.8238 -4.0664
H 15.8545 -3.2597 -3.3751

---

Entry 5:
# C8H19O3

A molecular structure, C8H19O3 in a non-equilibrium geometry (ωB97M-V with the def2-TZVPD basis set, the OMol25 dataset).

Output
spin multiplicity	2
E_tot	-541.7311	Eh
⟨S²⟩	0.7566
charge	0
Kohn-Sham gap (alpha / beta)	7.58 / 9.90	eV
highest occupied orbital energy (alpha / beta)	-0.246 / -0.334	hartree

Atoms and positions in Å:
C -1.9821 -2.6687 -0.4066
O -1.6065 -1.5425 -1.1542
C -2.1885 -0.3504 -0.6829
C -1.6238 0.8269 -1.4034
H -1.7290 -2.5492 0.6619
H -3.0686 -2.8530 -0.4839
H -1.4315 -3.5327 -0.7986
H -1.9725 -0.2257 0.3957
H -3.2907 -0.4033 -0.8173
H -1.4784 0.7175 -2.4829
H -2.0441 1.7940 -1.1149
O 0.2562 1.0221 -0.3533
C 1.1821 0.5221 -1.2950
C 2.3574 -0.2620 -0.7368
O 2.0296 -1.5312 -0.2227
C 1.4037 -1.5247 1.0389
H 1.5765 1.3634 -1.8968
H 0.6481 -0.1406 -1.9933
H 3.0684 -0.4345 -1.5580
H 2.8851 0.3350 0.0298
H 1.3768 -2.5600 1.4007
H 1.9508 -0.8936 1.7608
H 0.3767 -1.1346 0.9702
C 0.9431 2.1734 0.8216
C 0.0360 2.1970 2.0189
H 1.9842 1.9418 1.0909
H 0.9560 3.1096 0.2417
H 0.3218 1.4203 2.7410
H -1.0049 2.0066 1.7116
H 0.0679 3.1770 2.5168

---

Entry 6:
# C2H8S3

2 unconnected molecules or ions with the total composition C2H8S3 in a non-equilibrium geometry (ωB97M-V with the def2-TZVPD basis set, the OMol25 dataset).

Output
E_tot	-1275.5284	Eh
charge	0
Kohn-Sham gap	9.42	eV
highest occupied orbital energy	-0.333	hartree

Atoms and positions in Å:
S 6.6767 -1.7605 3.3486
S 7.1986 -1.8528 1.3625
H 5.5740 -0.9888 3.3238
H 6.1011 -2.4370 0.8091
C -3.6398 1.1832 -0.6714
C -2.1376 0.8099 -0.6751
S -1.6211 -0.2335 -2.0810
H -4.0123 1.6106 0.2588
H -4.1125 0.2136 -0.8387
H -3.8687 1.8998 -1.4492
H -1.5217 1.7044 -0.6770
H -1.9389 0.1464 0.1602
H -2.6976 -0.2953 -2.8706

---

Entry 7:
# C9H20Cl2N2O2PSY

A molecular structure, C9H20Cl2N2O2PSY in a non-equilibrium geometry (ωB97M-V with the def2-TZVPD basis set, the OMol25 dataset).

Output
E_tot	-2312.7346	Eh
charge	+2
Kohn-Sham gap	8.52	eV
highest occupied orbital energy	-0.580	hartree

Atoms and positions in Å:
C 2.2239 6.3908 -0.5208
C 1.6928 5.0713 -0.0571
H 3.2338 6.2747 -0.9194
H 2.2396 7.1231 0.2969
H 1.5701 6.7885 -1.3078
O 2.2129 3.9652 -0.1214
Cl 0.0602 5.2201 0.6210
Y 0.4113 1.0988 0.0175
P -0.7933 0.3726 -2.4250
C -0.1579 -0.7761 -3.6858
C -2.6004 0.1671 -2.5533
H -0.9600 2.7973 -2.5408
H -1.0138 2.0589 -4.1479
H 0.5350 2.2143 -3.3103
C -0.5309 2.0130 -3.1703
H -3.0987 0.8741 -1.8823
H -2.9620 0.3434 -3.5732
H -0.6199 -0.6016 -4.6699
H -0.3665 -1.8131 -3.3843
H -2.8863 -0.8482 -2.2566
H 0.9290 -0.6554 -3.7890
C 1.4764 -1.1696 -0.8998
O 1.9365 -2.2225 -1.0324
Cl -1.7403 2.2307 0.4249
C 0.9489 -4.6897 2.8203
N 0.3469 -3.6481 1.9568
C -0.0643 -2.4267 2.3531
S -0.3977 -1.1738 1.1714
N -0.3094 -2.1665 3.6564
C -1.0055 -3.0833 4.5872
H 1.0395 -4.3680 3.8677
H 1.9532 -4.9155 2.4228
H 0.3570 -5.6230 2.7722
H 0.4915 -3.7424 0.9546
H -0.5572 -1.1801 3.8042
H -0.4750 -3.1229 5.5536
H -2.0098 -2.6708 4.7746
H -1.1093 -4.1066 4.1918

---

Calculated relative energy (zero: lowest compared OMol25 entry of this formula, charge and spin) in order - 1.7578; 1.7969; 0.0314; 0.9688; 1.7413; 0.5023; 0.0000 eV